Density functional theory data (ωB97M-V/def2-TZVPD) for 8 unconnected molecules or ions with the total composition C50H80BF13N10O3SSi at a distorted geometry.

Last column: Löwdin charge in e.
CARTESIAN COORDINATES (ANGSTROEM)
H (-4.1247, 0.5858, -2.2122)  0.0255
N (-3.8163, 1.3843, -2.7733)  0.1236
C (-2.8226, 0.9873, -3.4631)  -0.4980
C (-2.1255, 1.9683, -4.3924)  -0.0502
C (-2.2619, -0.4272, -3.3775)  -0.2005
Si (-1.1769, -0.6881, -1.8114)  0.7548
C (0.3048, -1.7177, -2.3627)  -0.2397
C (1.0853, -2.4203, -1.2259)  -0.2507
C (1.9225, -3.5947, -1.8147)  -0.1755
C (3.1372, -2.9802, -2.5493)  -0.1923
C (4.3895, -2.7972, -1.6603)  -0.2113
C (4.6672, -1.3480, -1.2425)  -0.2582
C (4.9848, -0.4261, -2.4374)  -0.4206
S (3.8794, 1.0530, -2.4752)  0.9815
C (3.2162, 0.9706, -4.0962)  -0.6611
N (2.0360, 0.5268, -4.3797)  0.0385
N (1.8552, 0.5943, -5.7349)  0.0612
C (2.9635, 1.1016, -6.1927)  -0.2006
O (3.8511, 1.3737, -5.2526)  0.0509
C (-0.6896, 1.0536, -1.2153)  -0.1889
C (0.6042, 1.0833, -0.3584)  -0.1178
C (0.3678, 1.4643, 1.1103)  -0.4260
F (0.3634, 2.8343, 1.1562)  0.0945
F (-0.8223, 1.0764, 1.5781)  0.1404
C (1.5563, 1.0404, 2.0247)  -0.3497
F (1.6710, 1.8953, 3.0622)  0.1511
F (2.6804, 1.1752, 1.2931)  0.1434
C (1.4627, -0.3943, 2.5810)  -0.3316
F (0.3625, -0.5421, 3.3258)  0.1711
F (1.2973, -1.2123, 1.5188)  0.1413
C (2.6855, -0.8424, 3.4519)  -0.3352
F (3.6887, 0.0381, 3.4348)  0.1742
F (2.2782, -0.9252, 4.7349)  0.1609
C (3.2741, -2.2414, 3.1040)  -0.3421
F (4.4087, -2.3512, 3.8326)  0.1521
F (3.6600, -2.3250, 1.8286)  0.1656
C (2.4038, -3.4623, 3.5233)  -0.5536
F (1.1185, -3.2919, 3.2704)  0.2047
F (2.5473, -3.7001, 4.8256)  0.1835
F (2.8607, -4.5390, 2.8832)  0.1815
B (-2.3665, -1.6487, -0.5069)  -0.5996
O (-3.1867, -2.6633, -1.0442)  0.0682
O (-2.4502, -1.3469, 0.8439)  0.0031
C (-3.8222, -1.0543, 1.1902)  -0.2364
C (-3.8765, 0.1383, 2.1393)  -0.0643
H (-1.5164, 1.4320, -5.1234)  0.0628
H (-1.4622, 2.6344, -3.8363)  0.0689
H (-2.8564, 2.5674, -4.9367)  0.0746
H (-3.0683, -1.1597, -3.4410)  0.0210
H (-1.5802, -0.5364, -4.2306)  0.0713
H (-0.0975, -2.5136, -3.0033)  0.0898
H (0.9482, -1.0905, -2.9840)  0.0437
H (1.8253, -1.7741, -0.7475)  0.0699
H (0.4147, -2.7852, -0.4377)  0.0977
H (1.3231, -4.2315, -2.4637)  0.1052
H (2.3320, -4.1369, -0.9552)  0.0970
H (3.3925, -3.6162, -3.3996)  0.0484
H (2.8914, -2.0021, -2.9803)  0.0865
H (5.2570, -3.1612, -2.2297)  0.0475
H (4.3380, -3.3947, -0.7430)  0.0908
H (5.5457, -1.3477, -0.5876)  0.1061
H (3.8448, -0.8995, -0.6765)  0.0683
H (6.0091, -0.0554, -2.4247)  0.0706
H (4.8593, -0.9573, -3.3837)  0.0769
H (3.0904, 1.2646, -7.2510)  0.1331
H (-0.4700, 1.6329, -2.1163)  0.0658
H (-1.5041, 1.5683, -0.7022)  0.0899
H (1.2327, 1.8910, -0.7380)  0.1119
H (1.2082, 0.1810, -0.4442)  0.0794
H (-2.7882, -3.5286, -0.9067)  0.1008
H (-4.2819, -1.9266, 1.6641)  0.1194
H (-4.4110, -0.8181, 0.2966)  0.1137
H (-3.7843, 1.0754, 1.5823)  0.0791
H (-4.8288, 0.1861, 2.6705)  0.0749
H (-3.0418, 0.0995, 2.8409)  0.0723
C (-6.4513, -4.8909, -2.1379)  -0.1151
C (-7.5070, -3.7981, -2.0563)  -0.2816
C (-7.4824, -2.8607, -3.2707)  -0.1776
C (-6.1826, -2.1853, -3.3833)  -0.1866
N (-5.1566, -1.6774, -3.4629)  0.1979
H (-5.4437, -4.4696, -2.1513)  0.0600
H (-6.5223, -5.5487, -1.2737)  0.0554
H (-6.5828, -5.4978, -3.0370)  0.0782
H (-7.3527, -3.2195, -1.1424)  0.1135
H (-8.4914, -4.2567, -1.9814)  0.0490
H (-8.2593, -2.1008, -3.1807)  0.1145
H (-7.6636, -3.4206, -4.1894)  0.1188
C (-12.5141, -5.3743, -2.2604)  -0.1095
C (-12.6214, -6.0481, -0.8970)  -0.2622
C (-11.6412, -5.4727, 0.1311)  -0.1793
C (-10.2531, -5.6528, -0.3164)  -0.1918
N (-9.1724, -5.7918, -0.6793)  0.1796
H (-11.5278, -5.5234, -2.7027)  0.0690
H (-13.2470, -5.7917, -2.9505)  0.0726
H (-12.6961, -4.3005, -2.1833)  0.0771
H (-12.4446, -7.1193, -1.0101)  0.1120
H (-13.6372, -5.9300, -0.5158)  0.1076
H (-11.7613, -5.9718, 1.0926)  0.1174
H (-11.8240, -4.4074, 0.2794)  0.1209
C (0.1378, 8.1567, 2.1540)  -0.1049
C (0.2397, 7.0114, 3.1537)  -0.2619
C (0.1494, 5.6319, 2.4929)  -0.1902
C (-1.1412, 5.4724, 1.8026)  -0.2466
N (-2.1576, 5.3754, 1.2776)  0.1482
H (-0.8270, 8.1551, 1.6438)  0.0688
H (0.2375, 9.1151, 2.6641)  0.0708
H (0.9251, 8.0922, 1.4005)  0.0780
H (-0.5533, 7.1165, 3.8974)  0.0946
H (1.1883, 7.0873, 3.6878)  0.0818
H (0.2423, 4.8459, 3.2425)  0.1124
H (0.9545, 5.5017, 1.7689)  0.1178
C (5.5608, 7.9186, 6.8952)  -0.1130
C (4.0621, 7.7108, 7.0858)  -0.2638
C (3.3327, 7.3865, 5.7787)  -0.2006
C (3.4901, 8.4949, 4.8208)  -0.2481
N (3.6334, 9.3671, 4.0879)  0.1483
H (5.7657, 8.7692, 6.2438)  0.0696
H (6.0432, 8.1173, 7.8527)  0.0702
H (6.0281, 7.0333, 6.4590)  0.0753
H (3.6286, 8.6081, 7.5308)  0.1117
H (3.8998, 6.8923, 7.7897)  0.1068
H (2.2693, 7.2350, 5.9680)  0.0853
H (3.7317, 6.4739, 5.3324)  0.1187
C (5.5405, -2.7828, -6.8456)  -0.1082
C (6.5212, -3.8338, -6.3359)  -0.2584
C (5.9274, -5.2470, -6.3228)  -0.1826
C (4.7540, -5.3004, -5.4420)  -0.2116
N (3.8481, -5.3029, -4.7372)  0.1672
H (4.6621, -2.7104, -6.2015)  0.0660
H (6.0129, -1.8002, -6.8654)  0.0707
H (5.2036, -3.0162, -7.8577)  0.0768
H (6.8439, -3.5656, -5.3277)  0.0967
H (7.4111, -3.8337, -6.9683)  0.1075
H (6.6649, -5.9647, -5.9631)  0.1154
H (5.6251, -5.5487, -7.3267)  0.1185
C (5.7897, -6.2519, 0.2356)  -0.1021
C (7.1964, -6.6607, -0.1880)  -0.2572
C (8.1327, -5.4624, -0.3825)  -0.1780
C (7.6200, -4.5692, -1.4300)  -0.1951
N (7.1974, -3.8874, -2.2517)  0.1677
H (5.3043, -5.6416, -0.5277)  0.0597
H (5.1677, -7.1331, 0.3914)  0.0758
H (5.8093, -5.6830, 1.1678)  0.0774
H (7.1396, -7.2341, -1.1153)  0.1118
H (7.6249, -7.3192, 0.5698)  0.1076
H (9.1284, -5.7993, -0.6715)  0.1164
H (8.2252, -4.8943, 0.5443)  0.1213
C (-3.4458, 9.2744, 5.0669)  -0.1039
C (-3.5769, 8.5199, 6.3855)  -0.2600
C (-2.5730, 8.9901, 7.4448)  -0.1842
C (-1.1956, 8.7852, 6.9772)  -0.2222
N (-0.1278, 8.6302, 6.5863)  0.1634
H (-2.4669, 9.1165, 4.6111)  0.0608
H (-4.1952, 8.9297, 4.3549)  0.0760
H (-3.5859, 10.3474, 5.2126)  0.0782
H (-3.4417, 7.4521, 6.2030)  0.1115
H (-4.5867, 8.6521, 6.7778)  0.1071
H (-2.7101, 8.4347, 8.3728)  0.1159
H (-2.7128, 10.0498, 7.6626)  0.1202

**HOMO energy**: -0.31022 Ha
**M**: 1187.2 g mol⁻¹
**Frontier orbital gap**: 8.9728 eV
**SMILES**: [H]/N=C(/C)C[Si@@](CCCCCCCSc1nnco1)(CCC(F)(F)C(F)(F)C(F)(F)C(F)(F)C(F)(F)C(F)(F)F)B(O)OCC.CCCC#N.CCCC#N.CCCC#N.CCCC#N.CCCC#N.CCCC#N.CCCC#N